{
  "formula": "C3H4O3",
  "method": "the ωB97M-V functional and the def2-TZVPD basis",
  "max_force_ev_per_a": 0.44,
  "e_homo_ha": [-0.343, -0.337],
  "orbital_gap_ev": [7.5, 7.1],
  "multiplicity": 1,
  "e_above_lowest_kcal_mol": 147.91,
  "charge": 0,
  "species": ["O", "C", "C", "O", "C", "O", "H", "H", "H", "H"],
  "coordinates": [[0.20773, 1.29628, 0.02380], [1.09976, 0.35097, -0.13072], [0.77392, -0.98349, -0.03775], [-1.12088, -0.32733, -0.71187], [-1.12123, 0.56341, 0.29129], [-1.43212, 0.46631, 1.46282], [2.08456, 0.72252, -0.40964], [1.42670, -1.73372, -0.46918], [0.09379, -1.31264, 0.75195], [-2.00243, 0.87992, -0.51669]]
}

***

{
  "formula": "C3H4O3S",
  "method": "the ωB97M-V functional and the def2-TZVPD basis",
  "max_force_ev_per_a": 6.48,
  "e_homo_ha": -0.344,
  "orbital_gap_ev": 8.5,
  "multiplicity": 1,
  "e_above_lowest_kcal_mol": 154.61,
  "charge": 0,
  "species": ["C", "C", "C", "O", "O", "O", "S", "H", "H", "H", "H"],
  "coordinates": [[-0.09636, -0.08078, 0.26885], [0.89448, -0.50729, -0.53513], [-1.61512, -0.10836, 0.34461], [0.40839, 2.73410, 0.70855], [1.99998, 0.16784, 0.03601], [1.21928, -1.42796, -1.44208], [0.99500, 0.93743, 1.29091], [-1.94359, -0.32307, -0.78280], [-1.94406, 0.94878, 0.61783], [-2.12795, -0.95732, 0.89337], [2.20995, -1.38337, -1.40012]]
}

***

{
  "formula": "C3H4O3Sr",
  "method": "the ωB97M-V functional and the def2-TZVPD basis",
  "max_force_ev_per_a": 2.02,
  "e_homo_ha": [-0.203, -0.203],
  "orbital_gap_ev": [4.2, 4.2],
  "multiplicity": 1,
  "e_above_lowest_kcal_mol": 67.57,
  "charge": 0,
  "species": ["H", "O", "O", "C", "C", "O", "C", "H", "H", "H", "Sr"],
  "coordinates": [[4.40685, -0.62645, 0.16613], [-1.37807, 1.69992, -0.09326], [2.80479, 0.54170, 0.50930], [3.34812, -0.40228, -0.04215], [-2.55518, -0.47309, -0.34400], [-2.90973, 0.11654, 0.90399], [-1.57449, 0.39853, 0.34632], [2.83123, -0.96964, -0.83563], [-2.50653, -1.57035, -0.34486], [-3.06556, -0.05180, -1.22170], [0.59858, 1.33691, 0.95587]]
}

***

{
  "formula": "C3H4O3Sr",
  "method": "the ωB97M-V functional and the def2-TZVPD basis",
  "max_force_ev_per_a": 3.09,
  "e_homo_ha": -0.274,
  "orbital_gap_ev": 7.2,
  "multiplicity": 1,
  "e_above_lowest_kcal_mol": 53.20,
  "charge": 0,
  "species": ["H", "H", "C", "C", "O", "C", "O", "Sr", "O", "H", "H"],
  "coordinates": [[0.12084, 3.40223, -1.03611], [2.53132, -1.67782, 0.10857], [1.75848, -0.89958, 0.04731], [0.47031, -1.29030, 0.03299], [-0.46083, -0.23298, 0.17211], [-1.75655, -0.50546, 0.22432], [-2.34816, 0.65669, 0.17274], [0.79659, 1.95029, 0.07957], [2.13162, 0.35817, 0.08504], [0.05877, -2.29373, 0.01543], [-3.30239, 0.53249, 0.09803]]
}

***

{
  "formula": "C3H4O3Tb",
  "method": "the ωB97M-V functional and the def2-TZVPD basis",
  "max_force_ev_per_a": 2.79,
  "e_homo_ha": [-0.467, -0.468],
  "s_squared": 12.72,
  "orbital_gap_ev": [7.3, 7.9],
  "multiplicity": 7,
  "e_above_lowest_kcal_mol": 40.09,
  "charge": 1,
  "species": ["H", "H", "C", "C", "O", "C", "O", "Tb", "O", "H", "H"],
  "coordinates": [[0.30240, 2.45966, -1.31115], [2.41049, -1.69374, -0.08165], [1.70691, -0.84975, -0.08259], [0.39172, -1.13061, -0.22362], [-0.45730, -0.15209, 0.35039], [-1.76057, -0.37870, 0.42088], [-2.31024, 0.80519, 0.40588], [0.89420, 1.96937, 0.48209], [2.14884, 0.33557, 0.25948], [-0.07022, -2.08543, -0.45377], [-3.25625, 0.72053, 0.23406]]
}

***

{
  "formula": "C3H4O3V",
  "method": "the ωB97M-V functional and the def2-TZVPD basis",
  "max_force_ev_per_a": 1.72,
  "e_homo_ha": [-0.406, -0.456],
  "s_squared": 6.01,
  "orbital_gap_ev": [5.4, 6.6],
  "multiplicity": 5,
  "e_above_lowest_kcal_mol": 136.85,
  "charge": 1,
  "species": ["C", "C", "O", "C", "O", "V", "H", "H", "H", "O", "H"],
  "coordinates": [[-1.58591, -0.50169, 0.09656], [-0.46292, -1.42037, -0.12954], [0.70606, -0.61452, 0.05679], [1.95907, -0.94961, -0.11887], [2.53228, 0.27963, -0.08796], [0.72033, 1.41680, -0.08499], [-2.46262, -0.77683, -0.50048], [-1.85464, -0.42677, 1.16541], [3.49580, 0.26418, -0.15119], [-1.15354, 1.07728, -0.22914], [-1.89390, 1.65188, -0.01659]]
}

***

{
  "formula": "C3H4O3Zn",
  "method": "the ωB97M-V functional and the def2-TZVPD basis",
  "max_force_ev_per_a": 4.06,
  "e_homo_ha": -0.699,
  "orbital_gap_ev": 6.9,
  "multiplicity": 1,
  "e_above_lowest_kcal_mol": 26.82,
  "charge": 2,
  "species": ["C", "C", "O", "H", "H", "H", "H", "O", "C", "O", "Zn"],
  "coordinates": [[-0.18106, -1.38893, 0.44537], [-1.19798, -0.87835, -0.23277], [1.14868, -1.17937, 0.05424], [-0.26921, -2.01896, 1.32977], [-1.08591, -0.23045, -1.10291], [-2.19843, -1.24716, -0.01202], [1.69442, -1.95019, 0.26478], [-0.81950, 3.54978, -0.06985], [0.07468, 2.83687, -0.10875], [0.92435, 2.04124, -0.23687], [1.90997, 0.46552, -0.33099]]
}

***

{
  "formula": "C3H4O4",
  "method": "the ωB97M-V functional and the def2-TZVPD basis",
  "max_force_ev_per_a": 5.85,
  "smiles": "C[C@@]12OO[C@]1(O)O2",
  "e_homo_ha": -0.317,
  "orbital_gap_ev": 9.2,
  "multiplicity": 1,
  "e_above_lowest_kcal_mol": 152.60,
  "charge": 0,
  "species": ["C", "C", "O", "O", "C", "O", "O", "H", "H", "H", "H"],
  "coordinates": [[0.79119, 0.40341, 0.55936], [0.14364, 0.81969, -0.67816], [0.99369, 0.77645, -1.84884], [0.03404, 0.43729, -2.75286], [-0.99522, 0.43579, -1.83728], [-2.01730, -0.43380, -1.85120], [-0.90458, 1.63757, -1.01536], [0.46453, -0.57713, 0.83705], [0.62631, 1.04472, 1.39552], [1.87332, 0.08248, 0.34922], [-2.66315, -0.21985, -2.57309]]
}

***

{
  "formula": "C3H4O4Sc",
  "method": "the ωB97M-V functional and the def2-TZVPD basis",
  "max_force_ev_per_a": 4.39,
  "e_homo_ha": [-0.625, -0.625],
  "s_squared": 0.75,
  "orbital_gap_ev": [6.2, 6.3],
  "multiplicity": 2,
  "e_above_lowest_kcal_mol": 0.00,
  "charge": 2,
  "species": ["C", "O", "O", "C", "O", "C", "Sc", "H", "H", "O", "H", "H"],
  "coordinates": [[-0.24392, -0.21296, 0.81495], [-0.37478, -0.59660, 1.97068], [0.95807, -0.05936, 0.27554], [0.77351, 0.47121, -1.03187], [-0.76497, 1.45602, 0.25455], [-0.04718, 1.61988, -0.81462], [0.58035, -1.25007, 3.73495], [-0.42301, 2.24008, -1.63752], [1.72870, 0.56952, -1.54715], [-0.98404, -1.30305, -0.44397], [-0.95032, -2.22476, -0.16527], [-0.25240, -0.70989, -1.41028]]
}

***

{
  "formula": "C3H4O4Yb",
  "method": "the ωB97M-V functional and the def2-TZVPD basis",
  "max_force_ev_per_a": 7.26,
  "e_homo_ha": [-0.675, -0.670],
  "s_squared": 2.02,
  "orbital_gap_ev": [9.2, 5.0],
  "multiplicity": 3,
  "e_above_lowest_kcal_mol": 58.70,
  "charge": 2,
  "species": ["O", "C", "C", "O", "C", "O", "Yb", "H", "H", "H", "H", "O"],
  "coordinates": [[-1.10633, 1.05571, 0.33577], [-2.40006, 0.72812, -0.17667], [-2.81948, -0.59593, 0.45644], [-1.81857, -1.51658, 0.27079], [-0.15671, 0.11365, 0.14544], [0.27904, -0.08861, -1.04084], [2.59259, 0.10866, -0.41740], [-2.29813, 0.61474, -1.26284], [-3.07853, 1.54038, 0.10902], [-3.77910, -0.96118, 0.05059], [-2.90978, -0.46646, 1.55689], [0.74114, 0.18672, 1.08353]]
}

***

{
  "formula": "C3H4O5Pb",
  "method": "the ωB97M-V functional and the def2-TZVPD basis",
  "max_force_ev_per_a": 8.99,
  "e_homo_ha": -0.734,
  "orbital_gap_ev": 9.0,
  "multiplicity": 1,
  "charge": 2,
  "species": ["O", "C", "O", "C", "O", "C", "O", "O", "H", "H", "H", "H", "Pb"],
  "coordinates": [[-2.06629, 1.74268, 0.65583], [-0.98707, 1.46502, 0.12261], [-0.84019, 0.72663, -1.14760], [0.04077, -0.37680, -0.73054], [-0.88286, -1.38434, -0.17525], [0.92391, 0.29866, 0.43879], [2.34253, 0.14706, 0.44258], [0.37149, 1.66975, 0.51527], [0.57001, -0.82793, -1.64092], [-0.49859, -1.79253, 0.65445], [0.61372, -0.11448, 1.47015], [2.54342, -0.63407, 1.02651], [-2.13086, -0.91965, -1.63187]]
}

***

{
  "formula": "C3H4O6S2",
  "method": "the ωB97M-V functional and the def2-TZVPD basis",
  "max_force_ev_per_a": 4.76,
  "e_homo_ha": [0.023, 0.023],
  "orbital_gap_ev": [5.3, 5.3],
  "multiplicity": 1,
  "e_above_lowest_kcal_mol": 201.17,
  "charge": -2,
  "species": ["C", "C", "C", "O", "O", "O", "O", "O", "O", "S", "S", "H", "H", "H", "H"],
  "coordinates": [[1.86268, 0.91057, -1.65789], [-0.42638, -1.01136, -1.82389], [-0.65478, 0.24926, 0.86019], [2.57040, -0.74488, -3.71065], [-1.45284, 1.52076, -2.26507], [3.06877, -1.50705, -1.47841], [-0.51308, 0.56593, -4.26009], [1.05441, 1.52220, -2.59295], [0.65632, -1.61989, -2.27631], [2.17733, -0.70870, -2.34959], [-0.37917, 0.67149, -2.79794], [1.03895, 0.60718, -0.88556], [0.22485, 0.92794, 0.98082], [-0.37355, -0.67898, 0.14299], [-1.45130, 0.82131, 0.29547]]
}

***

What did the fifth record say?
{
  "formula": "C3H4O3Tb",
  "method": "the ωB97M-V functional and the def2-TZVPD basis",
  "max_force_ev_per_a": 2.79,
  "e_homo_ha": [-0.467, -0.468],
  "s_squared": 12.72,
  "orbital_gap_ev": [7.3, 7.9],
  "multiplicity": 7,
  "e_above_lowest_kcal_mol": 40.09,
  "charge": 1,
  "species": ["H", "H", "C", "C", "O", "C", "O", "Tb", "O", "H", "H"],
  "coordinates": [[0.30240, 2.45966, -1.31115], [2.41049, -1.69374, -0.08165], [1.70691, -0.84975, -0.08259], [0.39172, -1.13061, -0.22362], [-0.45730, -0.15209, 0.35039], [-1.76057, -0.37870, 0.42088], [-2.31024, 0.80519, 0.40588], [0.89420, 1.96937, 0.48209], [2.14884, 0.33557, 0.25948], [-0.07022, -2.08543, -0.45377], [-3.25625, 0.72053, 0.23406]]
}

***

Q: Which of these has the highest multiplicity?
A: C3H4O3Tb